The following is a quantum chemistry calculation of a structure of composition C17H27BF4N8O3Pd, from OMol25.

```
61
C17H27BF4N8O3Pd, DFT the ωB97M-V functional and the def2-TZVPD basis
C -0.899 4.106 -0.367
H 0.233 2.927 -3.070
H 2.304 2.628 1.668
C 3.708 3.673 -1.213
H 4.054 2.587 1.333
C -1.802 4.202 -1.350
C -0.893 -2.933 1.989
O 0.445 -3.074 1.428
H -0.899 -3.565 2.871
B -1.981 -1.849 -1.282
C 0.920 -2.158 0.681
C -1.880 1.686 -1.368
H 3.481 4.739 -1.159
C -2.465 2.960 -1.771
F -2.126 -1.176 -0.011
H -0.032 2.690 1.109
O 0.328 4.133 3.007
C 1.268 3.041 -2.737
H 1.752 0.605 -3.762
H 3.156 4.116 1.303
Pd 0.066 -0.265 0.222
H 1.690 -0.266 -2.216
C 2.181 1.789 -0.806
C -0.098 5.301 0.079
H -2.026 5.144 -1.831
C 2.278 -2.512 0.193
H 2.438 -2.122 -0.809
H -2.215 0.774 -1.854
H -0.047 3.490 3.644
H 2.476 -3.582 0.254
O 0.558 5.931 -0.731
N 0.108 0.436 2.280
C -0.611 2.799 0.208
N 2.810 2.915 -0.353
H 0.233 0.500 -2.851
C -1.198 1.156 5.282
C -0.722 4.903 2.463
C -0.314 1.005 3.207
C 1.318 0.595 -2.759
N -0.694 1.740 4.194
H 2.527 0.756 0.797
H -3.299 2.961 -2.455
H -1.070 -1.893 2.244
H -1.599 -3.280 1.240
N 2.024 0.710 -0.078
F -1.910 -3.206 -1.068
H 2.981 -1.981 0.846
H -1.130 5.588 3.211
N -0.969 1.599 -0.471
H 1.316 3.897 -2.071
N -0.201 5.687 1.379
H 0.399 6.463 1.617
F -0.723 -1.367 -1.803
H 1.882 3.240 -3.620
F -2.997 -1.459 -2.125
H 4.743 3.518 -0.892
C 3.099 3.055 1.063
H -1.534 4.274 2.087
H 3.622 3.347 -2.244
N 1.679 1.820 -2.067
N -1.633 0.721 6.260
```

As for the spin multiplicity: 5. Its HOMO energy (spin up / spin down) is -7.0 / -8.9 eV. The value obtained for the HOMO-LUMO gap (spin up / spin down) is 0.263 / 0.200 Eh. As for the energy above the lowest of the compared OMol25 structures with the same formula, charge and spin: 9.37 kcal/mol. The total energy is -51157.1757 eV.

=====

The following is a quantum chemistry calculation of a structure of composition C17H27Cl2FN3O11PSi2 at a distorted geometry, from OMol25.

```
64
C17H27Cl2FN3O11PSi2, DFT the ωB97M-V functional and the def2-TZVPD basis
Si 1.530 -1.350 2.651
H 4.216 1.272 2.970
H -2.500 -3.644 -6.424
O 4.976 -0.097 0.842
H -1.754 8.281 -2.500
C 3.947 0.484 1.040
O 0.753 -0.161 1.742
Cl -0.626 -2.593 0.478
H -3.055 5.688 -1.637
H 2.228 -4.608 -0.498
H -0.640 0.480 -0.641
O -1.027 5.938 -1.851
H -3.092 1.250 0.358
F -1.806 -0.351 2.643
H -2.696 -2.826 -4.876
H -2.215 -4.679 -2.679
O -1.677 -4.161 4.974
H 1.394 -2.509 4.758
O 0.537 4.749 -0.751
H 2.564 1.365 2.438
C -2.110 6.723 0.003
N 3.129 0.977 0.006
C 1.817 -2.827 1.507
H 3.627 0.896 -0.871
H 0.717 -4.136 -1.240
C 1.183 -4.431 -0.312
H 2.285 0.413 -0.003
H -3.095 7.425 -3.235
C 3.203 -0.624 3.134
H -3.364 8.334 -1.749
C 0.299 -5.773 -4.206
H -1.130 -2.813 -5.716
H 0.466 -1.063 4.932
H -1.681 7.706 0.214
C 0.187 2.205 4.846
N -0.757 -3.470 5.148
C -1.607 -4.689 -4.767
H 0.431 1.664 -0.634
N -0.572 1.496 -0.642
C -2.307 6.469 -1.473
O -0.488 -2.693 4.015
H 3.232 -0.448 4.207
H 0.335 3.006 5.507
H -0.902 -3.540 -3.046
O -1.161 5.716 0.368
H -3.027 6.604 0.575
O -0.343 -5.180 -5.244
C -1.331 -4.516 -3.292
C 0.673 -1.873 4.240
Si -0.566 0.612 2.369
O -2.844 2.105 0.730
H 0.656 -5.296 0.070
O -0.352 -5.531 -3.036
C -2.007 -3.415 -5.480
H -2.354 -5.469 -4.935
C -0.454 5.399 -0.745
O 1.294 -6.407 -4.300
C 0.965 -3.297 0.628
H 4.021 -1.277 2.856
C 3.442 0.734 2.441
C -0.089 1.543 3.877
P -1.189 2.155 0.846
Cl 3.363 -3.642 1.647
C -2.650 7.703 -2.279
```

Its HOMO energy is -8.4 eV. The value obtained for the HOMO-LUMO gap is 0.312 Eh. The total energy is -97867.9242 eV.